Here is a molecular structure, C30H45BrGdO2P2 at a distorted geometry from OMol25. Energies are from the ωB97M-V functional and the def2-TZVPD basis.

Structure (XYZ):
```
81
Properties=species:S:1:pos:R:3:forces:R:3:lowdin_spin:R:1
H 1.59262 -4.35061 1.16760 -0.1 -0.2 -0.1 -0.0127
C 3.21057 1.83224 4.40098 -0.2 0.1 0.5 -0.0003
H 4.13534 2.15768 6.32009 -0.2 0.2 -0.3 0.0000
H -2.81574 -0.36276 1.44373 0.0 -0.1 0.1 0.0001
C 1.09375 2.99075 4.02516 0.7 -0.3 0.4 -0.0001
H -2.77146 -2.54853 0.78158 0.3 -0.2 -0.1 -0.0001
C -0.15596 0.52849 -1.33521 0.0 1.0 -0.1 -0.0403
H -0.88385 2.92756 -6.00189 0.0 0.3 0.1 0.0148
C -1.71976 0.46440 -5.89397 0.5 0.6 -0.5 0.0273
H -1.43014 -2.69909 -0.38829 -0.2 -0.1 0.0 -0.0044
H 1.19553 -4.86529 2.79777 -0.2 -0.1 -0.2 -0.0004
H -1.59976 -1.05550 -4.03794 -0.2 -0.1 0.3 0.0203
C -2.89339 -0.01401 -2.66809 0.0 -0.5 -0.7 0.0146
C -1.48357 -0.19453 -3.36298 0.5 -2.0 -0.2 0.1347
C 3.31122 2.42613 5.65601 0.3 0.2 0.0 0.0000
C 1.03030 0.77471 -4.38994 0.3 0.1 0.1 0.0370
C -1.74466 -2.91911 0.64551 0.0 -0.1 -0.5 -0.0059
H -0.71095 0.72886 4.45520 0.1 -0.3 0.0 -0.0001
H 1.37622 -2.57986 5.36653 0.1 -0.1 -0.3 -0.0001
C -2.85119 1.46493 -0.57671 -0.4 0.6 0.1 0.0265
H -2.76565 0.57274 -5.59577 0.0 0.0 -0.1 0.0083
C 2.08709 2.06745 3.60279 -0.8 0.5 0.2 -0.0016
H -0.51098 -1.54370 -2.03378 0.1 0.3 0.3 -0.0105
H 0.85569 0.11107 4.97186 -0.1 0.0 0.1 -0.0007
H -2.01538 3.41307 -0.69717 0.1 -0.4 0.2 -0.0002
C 2.36289 3.36065 6.07087 -0.4 0.0 -0.3 0.0001
H -1.52449 1.08510 -6.77650 -0.2 -0.4 0.0 -0.0002
H 0.50939 4.35490 5.57566 0.1 -0.1 0.0 0.0000
O 0.89076 1.20466 1.65858 1.4 0.5 0.9 -0.0305
C -1.92084 2.35420 -0.94680 -0.3 -0.2 0.8 0.0030
H 2.46107 3.89187 7.02776 0.0 -0.4 -0.5 0.0000
C -0.33888 -0.53593 -2.44499 0.5 -1.2 2.0 -0.0106
H -1.51897 3.45207 -4.43575 0.1 -0.2 0.0 0.0045
H 0.24026 3.34058 -4.71164 -0.2 0.0 0.2 0.0080
H -1.10142 1.94470 -2.82720 0.7 0.0 1.6 0.0266
C 0.78501 -2.21234 3.33559 -1.6 0.2 0.0 -0.0225
H -1.86742 0.85969 2.28209 -0.1 -0.2 0.0 -0.0002
H -1.52510 -0.59057 -6.08716 0.0 0.1 -0.1 0.0023
C -2.18492 -0.19114 2.31728 -0.3 0.8 -0.2 -0.0002
P -0.76000 1.10054 -4.45899 -1.4 0.8 -1.2 0.3404
C 3.02159 -0.69063 -3.00633 0.8 -0.2 1.0 -0.0262
C 1.13545 -1.98637 -4.67777 0.1 -0.7 0.3 0.0049
P 1.28017 -0.72739 -3.37166 -1.7 1.1 -3.0 -0.0027
H 0.08007 2.67831 -1.72348 -0.4 -0.1 0.2 -0.0002
H 0.11159 -2.36597 -4.78863 0.2 0.2 0.1 0.0019
H 3.35879 -1.72318 -2.81596 0.0 0.5 0.2 -0.0079
C 1.25818 3.64094 5.25253 0.2 -0.1 -0.2 0.0000
H 2.62613 -1.83087 4.36918 -0.1 -0.2 0.0 -0.0006
C -1.00291 -1.08533 2.35653 0.3 -1.8 1.3 -0.0204
H -0.60711 -0.73932 5.46373 0.1 0.1 -0.3 -0.0017
H 1.78954 -2.82670 -4.41346 -0.2 0.0 -0.2 0.0001
C -0.73663 1.93884 -1.73821 0.4 0.1 -0.1 0.0640
C -0.03165 -1.04131 3.41805 -1.0 -1.6 -0.7 -0.0289
C -0.13851 -0.19071 4.62917 0.4 0.7 0.3 -0.0036
C 1.81053 -2.56755 4.35564 0.4 0.0 -0.1 -0.0010
H 1.47797 -1.57422 -5.64158 -0.1 -0.1 0.5 0.0019
Gd 1.19936 -1.06949 1.11756 1.8 0.9 -2.0 6.5035
H 2.22605 -3.55309 4.12924 0.1 0.1 0.3 -0.0002
H 3.96107 1.12273 4.04470 -0.4 0.2 0.2 -0.0003
C -0.72856 2.87130 -4.91782 0.5 1.1 -1.3 0.1323
H -3.94542 -0.32989 -0.83558 0.4 0.2 -0.2 0.0002
H 3.54059 -0.30671 -3.89958 -0.3 -0.1 0.2 -0.0020
H 3.24059 -0.03293 -2.15138 0.1 -0.3 -0.3 -0.0106
C 1.86978 1.12679 2.48942 -0.1 -1.6 -1.4 -0.0064
H -3.41656 -0.95175 -2.92305 0.2 0.3 0.0 0.0010
H -3.66950 1.74561 0.10399 0.4 0.1 -0.5 0.0015
H -3.53332 0.77590 -3.12638 0.8 -0.2 0.2 0.0055
H -0.03748 -4.98518 1.51170 0.2 -0.1 0.0 -0.0002
H -1.74253 -4.01428 0.72421 -0.2 0.3 0.0 -0.0001
C -2.95963 0.07130 -1.14055 -0.4 -0.2 0.5 0.0055
H 1.39430 0.63111 -5.42397 0.1 -0.1 0.4 0.0135
H 0.90743 0.67159 -1.05991 -0.4 -0.1 -0.1 -0.0256
H -0.68565 0.20190 -0.42879 0.4 0.2 -0.2 -0.0104
Br -0.53048 3.32226 3.07943 0.4 0.2 0.3 -0.0009
C -0.82382 -2.33352 1.65693 -0.1 -0.1 1.7 -0.0288
H -2.82027 -0.29855 3.21032 0.2 -0.1 -0.2 -0.0004
H -2.24055 -0.62330 -0.67680 -0.4 0.1 -0.3 0.0013
C 0.29105 -3.02204 2.25899 -1.1 0.5 1.0 -0.0331
C 0.78108 -4.38076 1.90829 0.3 0.0 -0.1 -0.0121
H 1.60158 1.63224 -3.97929 -0.5 -0.3 -0.1 0.0076
O 2.64450 0.07419 2.42875 -0.3 1.8 0.3 -0.0474
```
Positions in Å, forces in eV/Å.

## Properties
- HOMO-LUMO gap (spin up / spin down) (eV) = 3.969 / 5.356
- calculated total energy (Ha) = -5342.63049
- E_LUMO (spin up / spin down) (eV) = -3.5 / -2.9
- largest force on an atom (hartree/bohr) = 0.0704
- energy above the lowest of the compared OMol25 structures with the same formula, charge and spin (eV) = 3.5705
- spin multiplicity = 8
- total charge = +1



Here is C6H10N2O in the gas phase at a distorted geometry from OMol25. Energies are from the ωB97M-V functional and the def2-TZVPD basis.

Structure (XYZ):
```
19
Properties=species:S:1:pos:R:3:forces:R:3:mulliken_charge:R:1
H 1.00073 -1.82291 0.36595 -0.1 -0.1 0.0 0.3817
C -2.93705 0.53506 0.47232 0.9 0.3 0.1 -0.6946
H -2.53724 -1.31704 -0.40256 0.2 -0.1 0.0 0.2947
C 2.46249 0.55963 -1.07849 -0.1 0.1 -0.3 -1.0582
H -0.33263 -1.99023 1.52615 0.1 0.1 0.0 0.3129
H 1.79883 0.88149 -1.88010 -0.1 0.0 0.1 0.3530
H -2.52244 1.44106 0.88350 -0.2 0.1 0.1 0.2782
O 2.30873 0.20389 1.28572 -0.2 0.0 -0.3 -0.5121
C -0.07978 -1.77598 0.48476 0.0 -0.2 0.0 -0.9687
H 2.87764 -0.39983 -1.38798 0.2 0.0 0.1 0.2758
C 0.10176 0.64638 0.13659 4.4 0.3 0.1 0.7764
C -2.12570 -0.40998 0.02752 2.0 -0.9 -0.1 -0.1757
H 0.41924 2.53997 -0.01941 0.2 -0.3 0.1 0.2322
N -0.30759 1.83312 -0.00167 -0.9 0.4 0.0 -0.7246
H -4.00888 0.42339 0.40529 0.0 -0.1 -0.1 0.2650
H -0.53935 -2.55000 -0.13187 0.1 0.0 0.0 0.3217
N -0.58002 -0.48479 0.06386 -4.8 -0.3 0.0 0.0571
C 1.74308 0.38500 0.23968 -1.7 0.8 0.0 0.2631
H 3.25820 1.30176 -0.98925 0.1 -0.2 0.1 0.3220
```
Positions in Å, forces in eV/Å.

## Properties
- HOMO-LUMO gap (eV) = 9.703
- calculated total energy (Ha) = -419.30936
- structure (SMILES) = [H]/N=C(\C(C)=O)N(C)C=C
- E_LUMO (eV) = 0.9
- largest force on an atom (hartree/bohr) = 0.0936
- energy above the lowest of the compared OMol25 structures with the same formula, charge and spin (eV) = 2.0989



Here is C2H2Cl2 in the gas phase at a distorted geometry from OMol25. Energies are from the ωB97M-V functional and the def2-TZVPD basis.

Structure (XYZ):
```
6
Properties=species:S:1:pos:R:3:forces:R:3:mulliken_charge:R:1
H -1.64116 -0.64909 1.96284 0.6 -0.1 -2.5 0.2195
C -0.32066 -0.22243 0.24391 -1.0 0.6 -0.5 0.4548
C -1.47967 -0.59712 0.80514 0.5 0.3 1.8 -0.6081
Cl -0.32059 0.19586 -1.48879 0.1 -0.5 0.8 -0.1841
H -2.35305 -0.75199 0.16431 0.4 0.1 0.3 0.2638
Cl 1.19096 0.17580 0.99342 -0.7 -0.3 0.1 -0.1460
```
Positions in Å, forces in eV/Å.

## Properties
- HOMO-LUMO gap (eV) = 10.616
- calculated total energy (Ha) = -997.75481
- structure (SMILES) = C=C(Cl)Cl
- E_LUMO (eV) = 0.7
- largest force on an atom (hartree/bohr) = 0.0494
- energy above the lowest of the compared OMol25 structures with the same formula, charge and spin (eV) = 0.2980



Here is 2 unconnected molecules or ions with the total composition C10H17I2N2O2 at a distorted geometry from OMol25. Energies are from the ωB97M-V functional and the def2-TZVPD basis.

Structure (XYZ):
```
33
Properties=species:S:1:pos:R:3:forces:R:3:mulliken_charge:R:1
H 3.36230 -0.02597 -2.95859 -0.8 -0.4 2.4 0.3273
H 3.55825 0.95673 0.12036 0.8 -1.6 -1.6 0.4689
C 5.07824 1.38691 -1.55327 0.4 0.2 0.1 -0.9095
O -1.37832 -2.36429 0.30258 -1.2 1.0 1.4 -0.5888
C -1.65126 -0.30939 1.46201 0.5 0.3 0.5 -0.6664
H -0.56580 -0.18912 1.38912 -0.2 -0.1 -0.2 0.2358
C 4.03581 0.36676 -0.77164 0.2 1.3 -1.3 -0.4076
H 4.69558 1.67522 -2.62246 0.6 -0.6 2.1 0.2771
H -5.48039 -1.23061 1.83262 0.1 0.0 0.2 0.3006
C -1.99028 -1.74061 1.16906 0.3 -1.1 -1.1 0.6578
O -3.03503 -2.31155 1.81081 0.7 -0.3 -0.4 -0.3449
H -1.92606 0.01307 2.46483 -0.2 0.1 -0.1 0.3512
H -4.18628 -2.57347 3.47501 0.3 0.0 -0.3 0.3020
H -2.98869 -1.30743 3.65133 0.0 0.0 -0.1 0.3655
I 5.30573 -1.31818 -0.04672 -1.0 0.9 -0.1 0.0756
H -4.33305 0.09238 1.96879 0.0 0.0 0.1 0.2324
C 1.45562 0.38206 -1.77198 -0.3 1.9 1.3 0.1935
H -2.13663 0.33320 0.72399 0.0 0.0 0.1 0.1028
N 0.23374 -0.33191 -2.34105 -0.5 7.6 3.5 -0.0714
H 2.97098 -1.43415 -1.74938 -0.5 2.7 -0.2 0.4430
H 6.14170 0.88179 -1.66741 -2.3 1.2 0.2 0.3285
C -4.76790 -0.75071 2.51166 -0.1 0.1 -0.2 -0.8966
C -3.70586 -1.73908 2.94897 -0.3 0.1 0.1 -0.3952
H 5.20606 2.37770 -0.94362 -0.2 -1.9 -1.1 0.2498
C -0.88344 0.65088 -2.06906 3.0 0.8 1.0 -0.2734
H -5.31227 -0.36203 3.37687 0.1 -0.1 -0.1 0.3489
N -0.37234 1.90257 -1.33440 2.3 -4.4 -1.9 -0.2323
C 2.96832 -0.24691 -1.85418 -0.5 -0.6 -0.6 -0.6842
H 1.86596 2.57917 -0.56615 -2.1 -1.5 -1.2 0.3812
H 0.12962 -1.25814 -2.81064 0.2 1.1 0.7 0.2891
H -2.00413 0.49426 -2.38759 2.6 0.5 0.8 0.3665
C 1.12055 1.84214 -1.08731 -2.1 -6.4 -3.7 -0.1806
I -1.41075 3.55869 -0.67255 0.0 -0.7 -0.4 0.3535
```
Positions in Å, forces in eV/Å.

## Properties
- HOMO-LUMO gap (eV) = 7.089
- calculated total energy (Ha) = -1246.14313
- E_LUMO (eV) = -4.9
- largest force on an atom (hartree/bohr) = 0.1632
- total charge = +1